DFT (wB97M-V/def2-TZVPD) results for an isolated molecule of C6H12.

## Properties
- E: -235.76458 a.u.
- Molecular weight: 84.2 g mol⁻¹
- Structure (SMILES): CC[C@H]1C[C@H]1C
- Kohn-Sham gap: 10.85 eV
- ΔE to the lowest compared entry with this formula, charge and spin: 33.7 kcal per mole

Last column: Mulliken charge in e.
Element x y z (Å)
C: -0.710 -1.816 0.039  -0.957
C: 0.339 -1.232 0.975  -0.557
C: -0.005 0.243 0.968  -0.149
C: 0.914 1.393 0.765  -0.746
C: -0.017 1.041 -0.357  0.236
C: 0.660 0.783 -1.712  -1.444
H: -1.711 -1.635 0.447  0.296
H: -0.652 -1.193 -0.857  0.194
H: -0.602 -2.881 -0.176  0.351
H: 1.360 -1.416 0.615  0.258
H: 0.278 -1.680 1.978  0.303
H: -0.858 0.443 1.626  0.316
H: 1.949 1.130 0.562  0.254
H: 0.754 2.318 1.303  0.283
H: -0.913 1.648 -0.480  0.276
H: 1.152 1.723 -2.006  0.395
H: -0.023 0.530 -2.535  0.391
H: 1.447 0.020 -1.691  0.299